Entry from the OMol25 dataset: a structure of composition C55H40NO6PRuS2Se3 (the ωB97M-V functional and the def2-TZVPD basis).

Geometry (Å):
Ru (0.074, 2.503, -0.122)
Se (1.144, 3.805, 1.850)
P (-0.333, 4.836, 0.641)
Se (-1.620, 3.931, -0.934)
C (-1.472, 5.617, 1.836)
C (-0.940, 6.549, 2.726)
C (-1.753, 7.153, 3.669)
C (-3.099, 6.812, 3.746)
C (-3.625, 5.871, 2.876)
C (-2.814, 5.277, 1.916)
C (0.470, 6.209, -0.235)
C (-0.248, 7.374, -0.497)
C (0.339, 8.402, -1.216)
C (1.636, 8.260, -1.694)
C (2.342, 7.091, -1.451)
C (1.765, 6.065, -0.716)
H (0.115, 6.795, 2.678)
H (-1.337, 7.885, 4.350)
H (-3.734, 7.279, 4.490)
H (-4.670, 5.595, 2.940)
H (-3.219, 4.538, 1.237)
H (-1.265, 7.478, -0.137)
H (-0.217, 9.310, -1.411)
H (2.092, 9.059, -2.264)
H (3.345, 6.971, -1.838)
H (2.305, 5.145, -0.532)
C (-3.626, -7.217, -2.227)
C (-3.019, -5.852, -2.040)
C (-3.011, -4.930, -3.086)
C (-2.465, -3.668, -2.923)
C (-1.905, -3.322, -1.701)
C (-1.908, -4.218, -0.647)
C (-2.463, -5.478, -0.824)
S (-1.210, -1.681, -1.398)
O (-0.587, -1.801, -0.053)
C (0.066, -1.747, -2.658)
C (-0.318, -1.168, -3.889)
C (0.545, -1.171, -4.939)
C (1.845, -1.711, -4.795)
C (2.771, -1.688, -5.863)
C (4.034, -2.178, -5.703)
C (4.432, -2.713, -4.460)
C (3.561, -2.748, -3.410)
C (2.242, -2.249, -3.548)
C (1.312, -2.273, -2.462)
C (1.721, -2.934, -1.183)
C (1.438, -4.328, -1.033)
C (0.814, -5.080, -2.061)
C (0.534, -6.405, -1.888)
C (0.854, -7.048, -0.674)
C (1.470, -6.353, 0.327)
C (1.791, -4.982, 0.168)
C (2.481, -4.259, 1.175)
C (2.801, -2.951, 0.988)
C (2.399, -2.281, -0.189)
S (2.912, -0.574, -0.480)
O (4.383, -0.645, -0.714)
C (2.738, 0.058, 1.198)
C (3.839, 0.705, 1.731)
C (3.746, 1.283, 2.991)
C (2.567, 1.220, 3.724)
C (2.450, 1.874, 5.073)
C (1.473, 0.563, 3.167)
C (1.541, -0.012, 1.909)
H (-3.430, -7.602, -3.228)
H (-4.709, -7.185, -2.093)
H (-3.224, -7.926, -1.503)
H (-3.433, -5.208, -4.045)
H (-2.457, -2.969, -3.749)
H (-1.444, -3.930, 0.288)
H (-2.445, -6.187, -0.004)
H (-1.286, -0.687, -3.966)
H (0.268, -0.711, -5.879)
H (2.461, -1.254, -6.806)
H (4.739, -2.145, -6.524)
H (5.442, -3.080, -4.333)
H (3.884, -3.132, -2.451)
H (0.554, -4.587, -2.990)
H (0.052, -6.962, -2.682)
H (0.618, -8.097, -0.542)
H (1.733, -6.841, 1.258)
H (2.764, -4.771, 2.087)
H (3.351, -2.401, 1.742)
H (4.751, 0.749, 1.149)
H (4.602, 1.804, 3.404)
H (3.349, 2.440, 5.317)
H (2.292, 1.133, 5.859)
H (1.600, 2.560, 5.091)
H (0.533, 0.533, 3.707)
H (0.674, -0.502, 1.484)
O (2.004, 0.830, -3.222)
Se (1.003, 1.971, -2.714)
O (1.646, 2.845, -1.392)
O (-0.279, 1.331, -1.759)
O (0.429, 2.949, -3.848)
N (-6.433, -1.431, 6.378)
C (-5.680, -0.995, 5.625)
C (-4.741, -0.450, 4.686)
C (-3.814, -1.283, 4.057)
C (-2.913, -0.759, 3.151)
C (-2.914, 0.612, 2.856)
C (-3.844, 1.438, 3.501)
C (-4.750, 0.915, 4.402)
C (-1.979, 1.157, 1.927)
C (-1.185, 1.652, 1.147)
H (-3.811, -2.342, 4.280)
H (-2.197, -1.393, 2.646)
H (-3.839, 2.498, 3.284)
H (-5.468, 1.557, 4.895)

ΔE to the lowest compared entry with this formula, charge and spin = 8.0 kcal per mole
Total energy = -11062.974285 Eh
HOMO-LUMO gap (spin up / spin down) = 7.1 / 6.6 eV
Multiplicity = 2
Total charge = -1
LUMO energy (spin up / spin down) = 1.401 / 1.081 eV